Molecular formula: C4H10Cl
Method: DFT, ωB97M-V/def2-TZVPD

XYZ file:
```
15
Properties=species:S:1:pos:R:3
Cl 2.859 -0.097 -0.056
H 1.546 -0.076 -0.045
C 0.034 -0.005 -0.003
C -0.371 -1.447 0.001
C -0.301 0.747 -1.254
C -0.234 0.736 1.275
H 0.043 -1.965 0.871
H -1.469 -1.535 0.035
H -0.011 -1.954 -0.900
H 0.161 1.739 -1.251
H 0.056 0.209 -2.139
H -1.393 0.873 -1.343
H 0.224 1.727 1.253
H -1.318 0.855 1.424
H 0.174 0.191 2.132
```

HOMO-LUMO gap (spin up / spin down) = 9.2 / 10.1 eV
spin multiplicity = 2
net charge = 0
⟨S²⟩ = 0.754
DFT total energy = -618.5379 a.u.